# 1
Here is a molecular structure, C12H16MoN3O6P2Se2 from OMol25. Energies are from ωB97M-V/def2-TZVPD.

Positions of all 42 atoms, in Å:
Mo -0.0883 -0.1787 0.6721
Se 0.2537 -1.7243 2.8968
Se -0.1517 0.5275 3.6576
P 0.9252 -1.0803 -1.9546
P -1.5804 0.6509 -2.0216
O 0.2499 -2.2704 -1.3738
O 2.1030 -1.3691 -2.9534
O -0.6917 1.9279 -1.4398
O -1.2743 -0.1894 -0.6693
O -0.7058 3.0083 -2.3734
O 1.3347 -0.0881 -0.8429
N 1.9778 -0.1589 1.5823
N -2.0692 0.1920 1.7575
N -0.8893 -1.3385 -3.8896
C -4.2679 1.0379 3.2539
C -2.9995 1.0029 3.8264
C 3.2066 -1.5951 3.0651
C -3.3044 0.1873 1.2323
C -1.9554 0.5806 3.0352
C 4.3881 -0.9497 2.6912
C 0.4090 0.7861 -4.0457
C 2.0506 -1.1469 2.4812
C 3.1091 0.4564 1.2294
C -4.4147 0.6090 1.9427
C -0.2381 -0.2168 -3.1038
C 4.3308 0.0931 1.7792
H 3.0280 1.2431 0.4923
H 5.2273 0.6247 1.4922
H -1.2226 3.6981 -1.9228
H -3.4030 -0.1846 0.2234
H 3.1960 -2.4019 3.7862
H -5.1206 1.3713 3.8309
H -0.2511 -1.6488 -4.6302
H -0.3352 1.3190 -4.6421
H -1.7702 -1.0689 -4.3379
H 5.3298 -1.2624 3.1237
H -1.0518 -2.1510 -3.2751
H -2.8270 1.2919 4.8547
H 0.9624 1.5303 -3.4741
H 1.1224 0.2951 -4.7092
H 2.7957 -2.0094 -2.7186
H -5.3877 0.5995 1.4715

Atomic forces in eV per Å
1.9 0.2 2.8
-0.2 0.6 -0.5
0.0 -0.3 -0.7
0.0 -0.8 -0.5
0.2 0.5 -1.1
0.0 0.1 -0.2
0.2 0.1 0.1
0.0 0.0 0.1
-1.5 -0.3 -0.8
-0.1 0.0 -0.3
-0.7 0.4 0.1
0.0 -0.3 0.0
0.0 0.1 0.0
0.0 -0.1 0.0
0.0 -0.1 -0.2
0.2 0.0 0.0
-0.1 -0.1 0.1
0.1 -0.2 -0.1
0.0 -0.1 0.3
-0.1 0.1 -0.1
0.0 0.1 -0.1
0.1 0.0 0.2
0.0 0.2 -0.2
-0.1 0.1 0.2
0.2 0.1 0.6
0.0 -0.1 0.1
0.0 0.0 0.0
0.0 0.0 0.0
0.0 -0.1 0.1
0.0 0.0 0.0
0.0 0.0 0.0
0.0 0.0 0.0
0.0 0.0 -0.1
0.0 0.0 0.0
0.0 0.0 0.0
0.0 0.0 0.0
0.0 0.0 0.0
0.0 0.0 0.0
0.0 0.0 0.0
0.0 0.0 0.0
-0.2 0.1 0.0
0.0 0.0 0.0

- 2S+1: 3
- Kohn-Sham gap (spin up / spin down): 6.61 / 7.43 eV
- Net charge: +3

=====

# 2
Here is 2 unconnected molecules or ions with the total composition C5H12N3 from OMol25. Energies are from ωB97M-V/def2-TZVPD.

Positions of all 20 atoms, in Å:
N 0.6131 -1.3296 0.0910
N -1.1420 -0.0021 0.9185
N -1.1913 0.1326 -2.0451
C 0.8577 1.1558 0.3022
C 0.2916 -2.3147 -0.6464
C -2.1401 -0.4211 1.5352
C -0.0158 -0.1429 0.3656
C 2.2384 1.2213 1.1015
H 3.1236 0.4646 0.9590
H -2.1977 -0.6985 2.6735
H -3.0353 -0.1160 1.0877
H 0.3249 2.0271 0.5048
H 1.1625 1.3650 -0.7401
H -0.6126 0.5184 -2.7410
H -1.9580 0.7828 -1.8499
H 0.8544 -3.2001 -0.3840
H -0.3144 -2.2331 -1.5371
H 1.9910 1.2160 2.1036
H 2.5927 2.2091 0.8991
H -1.4427 -0.6347 -2.5982

Atomic forces in eV per Å
-2.0 0.2 0.7
0.1 -2.1 0.0
0.3 0.6 1.1
2.5 -2.0 -1.5
1.4 1.0 0.6
-0.1 1.1 3.1
3.5 2.1 -0.5
0.2 -1.6 -1.6
-2.2 1.2 -0.3
0.6 0.0 -2.3
-1.8 -0.2 -0.5
-1.4 1.1 1.0
-0.4 -0.8 0.1
1.2 1.7 -0.6
0.2 -0.6 -0.5
-0.1 -0.4 -0.5
-0.5 -0.1 0.1
-0.3 -0.2 2.3
0.5 0.6 -0.3
-1.7 -1.6 -0.4

- 2S+1: 1
- Kohn-Sham gap: 9.76 eV
- Net charge: +1

=====

# 3
Here is C16H22FNO in the gas phase from OMol25. Energies are from ωB97M-V/def2-TZVPD.

Positions of all 41 atoms, in Å:
F 0.4780 -3.4604 -4.2600
O 2.0849 -0.6203 -0.8720
N -5.5795 -2.1390 0.5227
C -5.1711 -1.9655 -0.9146
C 1.0360 1.2647 1.5472
C -0.9895 -2.5900 -2.6343
C 0.2836 -2.8765 -3.0766
C 1.9313 0.8217 -0.9600
C 1.2721 -2.4082 -2.2688
C -3.7800 -2.3776 -1.1458
C 2.7030 2.8683 0.5455
C -1.3118 -1.8500 -1.4900
C 3.2924 3.1779 1.9635
C -2.6638 -1.5042 -1.0232
C 1.1169 -1.4004 -1.3246
C 2.1634 3.0441 3.0971
C -0.2047 -1.2109 -0.8834
C 2.2429 1.3683 0.5342
C 1.4670 1.6729 2.9955
H -5.0978 -0.9941 -1.3300
H -1.7002 -2.7895 -3.3726
H 0.6365 0.2966 1.4732
H 0.9278 1.2565 -1.2704
H 3.0411 0.8233 1.0099
H 0.6658 1.6656 3.6631
H -0.4429 -0.6086 -0.0776
H -2.7919 -0.5162 -0.5747
H 3.5075 2.9999 -0.1465
H 3.6151 4.1812 1.8026
H -5.2281 -3.0515 0.8228
H -5.9481 -2.5235 -1.5974
H 2.2587 -2.6346 -2.3296
H 1.8518 3.5104 0.3248
H -4.9991 -1.5364 1.0540
H 2.0987 0.9017 3.3042
H 2.5760 1.2621 -1.7498
H 1.3357 3.7327 2.9502
H 2.5981 3.1335 4.0922
H 4.1237 2.4720 2.0767
H -3.6579 -3.3838 -1.6828
H 0.2582 1.9880 1.2055

Atomic forces in eV per Å
0.2 -0.4 0.3
1.4 1.0 0.0
-0.2 -0.3 -1.3
-1.5 -1.9 -0.1
0.8 2.5 -0.7
-0.7 0.0 -0.6
-1.2 1.0 1.9
-0.4 1.3 2.0
1.3 1.2 0.3
4.0 0.1 -1.7
-0.4 -1.9 1.4
2.0 0.6 -0.1
-2.3 -0.5 -0.5
-3.0 -3.0 -0.7
-4.4 -0.5 -0.2
1.0 -1.1 -1.6
-0.4 -1.3 -1.3
-1.1 1.4 -0.8
0.7 0.4 -2.3
-1.2 1.7 0.6
-1.7 -0.6 -0.7
-0.6 -1.4 0.4
0.6 -1.4 0.5
0.5 -0.6 -0.4
-1.6 -0.1 0.9
-0.1 1.4 1.5
-0.1 -0.3 -0.1
0.4 0.3 -0.7
0.7 0.8 0.8
-0.4 0.0 -0.3
1.6 0.8 1.4
3.0 -0.9 -1.3
0.1 0.2 -0.2
0.5 1.0 0.6
1.4 -1.3 0.8
0.3 -0.6 0.7
0.4 0.7 0.0
-0.1 0.3 0.0
-0.1 0.4 0.5
0.3 1.4 1.1
0.3 -0.5 0.1

- 2S+1: 1
- Kohn-Sham gap: 8.80 eV
- Net charge: 0

=====

Quick rundown of ΔE to the lowest compared entry with this formula, charge and spin, same order as above: 0.4245; 3.9601; 4.8367 eV
Quick rundown of electronic energy, same order as above: -180558.625; -9840.252; -23200.633 eV